1.
Density functional theory data (ωB97M-V with the def2-TZVPD basis set) for the molecule C9H11PS at a distorted geometry.

Each line ends with the natural charge from an NBO analysis.
Positions of all 22 atoms, in Å:
C (-1.029536, 3.163693, -2.647075)  -0.221
C (-0.091167, 2.489433, -3.419708)  -0.205
C (-1.338793, 2.605594, -1.407820)  -0.207
C (0.599458, 1.357558, -2.900990)  -0.214
C (-0.632868, 1.484337, -0.917334)  -0.213
C (0.409789, 0.928863, -1.610251)  -0.339
C (-0.132954, -2.581583, 2.541150)  -0.178
C (0.496071, -3.068824, 3.591660)  -0.400
C (0.131022, -1.326585, 1.782865)  -0.527
P (1.484309, -0.392821, -0.880950)  0.450
S (0.113177, -1.749463, -0.053220)  -0.087
H (-1.390162, 4.030207, -3.194543)  0.222
H (-0.022925, 2.910530, -4.430162)  0.216
H (-2.191545, 3.142179, -0.924272)  0.220
H (1.455266, 0.759435, -3.395678)  0.214
H (-0.916762, 1.165264, 0.162905)  0.218
H (1.582748, -1.187579, -2.225013)  0.004
H (-0.980643, -3.075771, 1.985540)  0.196
H (0.306809, -3.953766, 4.170067)  0.212
H (1.434683, -2.605742, 3.762220)  0.188
H (-0.714757, -0.687077, 2.170446)  0.228
H (1.066578, -0.824893, 1.922755)  0.222

Forces on atoms 1 to 3 (eV/Å):
1.21 -1.36 -0.64
0.52 -0.77 -0.09
-0.91 1.00 -0.08

Output
SMILES = C=CCSPc1ccccc1
Highest occupied orbital energy = -0.32410 Ha
Energy above the lowest of the compared OMol25 structures with the same formula, charge and spin = 187.34 kJ/mol
Multiplicity = 1

***

2.
Density functional theory data (ωB97M-V with the def2-TZVPD basis set) for a structure of composition C9H12 at a distorted geometry.

Each line ends with the natural charge from an NBO analysis.
Positions of all 21 atoms, in Å:
C (-1.905694, -0.306981, 0.425401)  -0.590
C (-0.778740, 0.479678, -0.277703)  -0.138
C (-1.598389, 1.448457, -1.050814)  -0.052
C (-2.037700, 2.076401, -1.978123)  -0.249
C (0.506389, 0.892605, 0.286586)  -0.237
C (1.202920, 0.262461, 1.539364)  -0.427
C (1.188276, -1.243081, 1.159361)  -0.422
C (1.298374, -1.227465, -0.552611)  -0.370
C (0.447666, -0.035137, -0.923347)  -0.219
H (-1.424804, -1.417644, 0.710148)  0.200
H (-2.583307, -0.600533, -0.358981)  0.227
H (-2.243563, 0.399173, 1.247369)  0.234
H (-1.997585, 2.685166, -3.277527)  0.292
H (0.951598, 1.694632, -0.296386)  0.236
H (2.244712, 0.875539, 1.444892)  0.223
H (0.768146, 0.603369, 2.557601)  0.233
H (0.399441, -1.953598, 1.467630)  0.221
H (2.030377, -1.762932, 1.566443)  0.213
H (2.228945, -1.162425, -0.957470)  0.209
H (0.713575, -2.271857, -0.839239)  0.194
H (0.589363, 0.564172, -1.892596)  0.222

Forces on atoms 1 to 3 (eV/Å):
3.18 -2.65 1.24
-3.57 0.00 0.36
1.90 -0.14 -0.82

Output
Highest occupied orbital energy = -0.33577 Ha
Energy above the lowest of the compared OMol25 structures with the same formula, charge and spin = 640.20 kJ/mol
Multiplicity = 1

***

3.
Density functional theory data (ωB97M-V with the def2-TZVPD basis set) for a structure of composition C9H12AlClN at a distorted geometry.

Each line ends with the natural charge from an NBO analysis.
Positions of all 24 atoms, in Å:
C (-1.750796, 1.396256, -0.200664)  -0.314
C (-0.823347, 1.949369, -1.157178)  -0.319
C (0.334623, 2.402235, -0.459504)  -0.316
C (0.213031, 2.103931, 0.926379)  -0.382
C (-1.108975, 1.466132, 1.145784)  -0.570
Al (-0.067671, 0.046190, 0.234880)  1.842
C (0.680329, -0.622560, -1.900324)  -0.937
C (-0.644247, -1.236613, -1.617905)  0.170
C (-1.773083, -1.580884, -2.402288)  -0.561
N (-1.156358, -1.285965, 0.003879)  -1.340
H (1.225954, 2.899850, -0.929097)  0.223
H (-1.023683, 2.010435, -2.257640)  0.236
H (0.855657, 2.502057, 1.786019)  0.248
H (-1.661981, 1.300957, 2.147989)  0.262
H (-2.815290, 1.004014, -0.388630)  0.254
H (0.783379, 0.223623, -2.633856)  0.202
H (-1.478760, -1.946523, 0.725816)  0.395
H (1.485172, -1.351533, -2.043369)  0.210
H (-1.725817, -1.756738, -3.544063)  0.178
H (-2.706457, -1.742643, -1.834625)  0.194
Cl (1.059072, -0.439383, 2.641595)  -0.064
C (1.630470, -0.583311, 1.054754)  -1.041
H (2.423569, 0.135606, 0.745801)  0.209
H (1.878230, -1.689866, 0.813550)  0.220

Forces on atoms 1 to 3 (eV/Å):
-0.23 1.40 0.66
-1.48 0.00 0.66
0.49 0.31 0.29

Output
Highest occupied orbital energy = -0.10805 Ha
Energy above the lowest of the compared OMol25 structures with the same formula, charge and spin = 355.03 kJ/mol
Charge = -1
Multiplicity = 1

***

4.
Density functional theory data (ωB97M-V with the def2-TZVPD basis set) for a cluster of 2 separate species, C9H12BrN in total at a distorted geometry.

Each line ends with the natural charge from an NBO analysis.
Positions of all 23 atoms, in Å:
C (1.044781, -0.406108, 2.094237)  -0.239
C (0.935210, -1.648213, 1.624545)  -0.283
C (0.161705, 0.455537, 1.479920)  -0.111
C (-0.092144, -1.530311, 0.588613)  0.031
C (-0.675866, -3.663124, -0.820293)  -0.445
C (-0.502256, -2.547706, -0.186107)  0.129
C (-1.839730, 1.795772, -0.433403)  -0.694
C (1.605545, 1.994136, -1.114983)  -0.860
C (-1.307247, 0.419718, -0.395064)  0.102
N (-0.447867, -0.167726, 0.458319)  -0.346
Br (-1.326696, -0.259635, -2.161471)  0.038
H (1.678256, 0.059511, 2.953026)  0.227
H (1.515115, -2.488022, 1.976342)  0.236
H (0.061422, 1.519805, 1.585569)  0.210
H (-0.048020, -3.750635, -1.653178)  0.221
H (-1.364395, -4.403457, -0.546618)  0.221
H (0.905748, 2.186846, -0.313736)  0.200
H (-2.862744, 1.576742, -0.636454)  0.244
H (-1.747663, 2.459862, 0.472320)  0.227
H (-1.304039, 2.426676, -1.175018)  0.235
H (1.940107, 1.131742, -0.725707)  0.223
H (1.241774, 2.188264, -2.100781)  0.223
H (2.429004, 2.650325, -0.970078)  0.211

Forces on atoms 1 to 3 (eV/Å):
1.59 3.10 3.65
-0.37 -0.79 -0.67
0.32 1.64 0.20

Output
Highest occupied orbital energy (alpha / beta) = -0.23540 / -0.25277 Ha
Energy above the lowest of the compared OMol25 structures with the same formula, charge and spin = 355.25 kJ/mol
Multiplicity = 1

***

5.
Density functional theory data (ωB97M-V with the def2-TZVPD basis set) for a structure of composition C9H12Cl2IrN3O3PTm at a distorted geometry.

Each line ends with the natural charge from an NBO analysis.
Positions of all 32 atoms, in Å:
Ir (3.172550, 2.922770, -2.883602)  0.894
Tm (0.604383, 0.179619, -1.437615)  1.326
Cl (2.891772, 0.667547, -2.340980)  -0.430
Cl (-0.661024, 2.203900, -1.572515)  -0.449
C (0.573644, 0.126712, 0.834522)  0.238
C (4.224219, 2.997393, -4.422680)  0.629
C (3.360932, 4.769925, -2.682012)  0.546
O (0.363627, 0.028193, 1.973337)  -0.368
O (4.908060, 3.112828, -5.363562)  -0.196
O (3.581624, 5.908163, -2.602418)  -0.193
C (-4.099953, -2.621403, 0.151685)  -0.161
N (-3.402853, -3.573253, -0.740618)  -0.069
C (-2.456475, -4.383890, 0.060805)  -0.146
N (-1.473852, -3.532305, 0.787091)  -0.060
C (-2.196766, -2.581511, 1.647922)  -0.154
N (-3.178615, -1.737380, 0.873063)  -0.017
C (-2.513343, -0.772532, 0.045527)  -0.548
P (-1.422567, -1.609245, -1.227927)  0.800
C (-2.697144, -2.839916, -1.835226)  -0.590
C (-0.574254, -2.857285, -0.153781)  -0.591
H (-4.642932, -3.205401, 0.908548)  0.285
H (-4.814639, -2.015057, -0.419394)  0.288
H (-1.936190, -5.086289, -0.601677)  0.283
H (-3.042113, -4.930582, 0.808963)  0.282
H (-1.490320, -1.911971, 2.157804)  0.281
H (-2.786173, -3.150844, 2.390028)  0.292
H (-3.208012, -0.281680, -0.641123)  0.303
H (-1.937869, -0.035728, 0.628123)  0.314
H (-2.258823, -3.601911, -2.500111)  0.313
H (-3.482363, -2.316798, -2.405592)  0.310
H (0.260350, -2.355990, 0.375576)  0.291
H (-0.116437, -3.606530, -0.814993)  0.301

Forces on atoms 1 to 3 (eV/Å):
-0.69 -1.66 0.88
-0.33 1.18 -0.83
1.08 -0.16 -0.52

Output
Highest occupied orbital energy (alpha / beta) = -0.70546 / -0.85304 Ha
Energy above the lowest of the compared OMol25 structures with the same formula, charge and spin = 0.00 kJ/mol
Charge = +4
Multiplicity = 7